Entry from the OMol25 dataset: the molecule C22H26BrN3O4 (ωB97M-V with the def2-TZVPD basis set).

Cartesian coordinates (Å):
C  -1.51526  -2.70619  2.47684
C  -1.91192  -3.49676  1.24063
O  -1.08063  -3.09589  0.17023
C  -1.33824  -3.76536  -1.04631
C  -0.52178  -3.10910  -2.15907
C  -1.06099  -1.72795  -2.52702
N  -0.97551  -0.83691  -1.39376
C  -0.65012  0.45444  -1.47495
O  -0.41216  1.07104  -2.49240
C  -0.68547  1.16981  -0.08166
N  0.36131  2.18074  -0.01373
C  0.21930  3.44237  -0.52811
O  1.13403  4.21693  -0.68612
N  -1.07574  3.82371  -0.82383
C  -2.20233  3.11295  -0.49463
C  -3.47579  3.67197  -0.57692
C  -4.58584  2.93384  -0.21435
C  -4.41779  1.63805  0.24307
C  -3.16320  1.06000  0.32579
C  -2.05595  1.79936  -0.04559
H  -3.04112  0.04938  0.67995
Br  -5.93779  0.61066  0.74311
H  -5.57329  3.36322  -0.28359
H  -3.59145  4.68580  -0.92820
H  -1.16892  4.75420  -1.20466
C  1.66668  1.74715  0.34434
C  2.42225  2.50285  1.22995
C  3.68090  2.06584  1.59519
C  4.20704  0.87430  1.11507
C  3.44607  0.11060  0.22604
C  2.18798  0.55672  -0.15166
H  1.62594  -0.01817  -0.87410
C  3.97668  -1.17611  -0.32773
H  3.26318  -1.62594  -1.01338
H  4.18321  -1.88408  0.47473
H  4.90885  -1.00447  -0.86414
C  5.57049  0.42120  1.53715
H  5.52188  -0.55868  2.01144
H  6.23019  0.33815  0.67403
H  6.00866  1.12504  2.23957
H  4.26720  2.66474  2.27664
H  2.03100  3.43100  1.61218
O  -0.58106  0.26885  0.98420
H  0.33515  -0.03890  1.04758
H  -1.10854  -1.26715  -0.48257
H  -2.10680  -1.81392  -2.84902
H  -0.48811  -1.28441  -3.34616
H  -0.54921  -3.74910  -3.04089
H  0.51231  -3.02316  -1.82270
H  -2.41214  -3.71375  -1.28409
H  -1.06442  -4.82714  -0.94914
H  -1.79640  -4.57671  1.41668
H  -2.96556  -3.30733  0.98168
H  -0.49514  -2.94898  2.76168
H  -2.18179  -2.94918  3.29892
H  -1.56982  -1.63960  2.27378

For the electronic energy, the calculation gives -105940.7679 eV. The value obtained for the HOMO energy is -0.3017 Ha. The energy above the lowest of the compared OMol25 structures with the same formula, charge and spin comes out at 0.00 kcal per mole. The LUMO energy is 0.649 eV. As for the net charge: 0. Its frontier orbital gap is 8.859 eV. As for the SMILES: CCOCCCNC(=O)[C@]1(O)c2cc(Br)ccc2NC(=O)N1c1ccc(C)c(C)c1.

Atomic partial charges in e from the Mulliken method, atoms 1 to 8: atom 1 (C): -1.013, atom 2 (C): -0.382, atom 3 (O): -0.340, atom 4 (C): -0.630, atom 5 (C): -0.446, atom 6 (C): -0.845, atom 7 (N): 0.471, atom 8 (C): -0.081

---

Entry from the OMol25 dataset: C22H26BrNO2PPtS3 as an isolated structure (ωB97M-V with the def2-TZVPD basis set).

Cartesian coordinates (Å):
Pt  0.69868  -0.35114  1.46062
C  -1.42165  2.24908  2.71899
C  -0.08573  2.71669  2.24040
C  0.13540  4.11229  2.19355
C  1.34601  4.60627  1.82521
C  2.40153  3.71294  1.54628
C  3.70470  4.16335  1.24109
C  4.71217  3.26487  1.03223
C  4.45156  1.88848  1.12727
C  3.18983  1.42281  1.41500
S  2.93349  -0.30022  1.59319
C  2.12468  2.33386  1.61102
N  0.86261  1.85174  1.89848
H  -1.87311  3.01895  3.34201
H  -1.33805  1.33490  3.29896
H  -2.08842  2.05799  1.87840
H  -0.67848  4.76954  2.46471
H  1.52397  5.67354  1.77805
H  3.88692  5.22884  1.18622
H  5.71280  3.60326  0.80237
H  5.25446  1.17714  0.97993
C  -0.75997  -2.65173  -2.98586
C  -1.98141  -2.51773  -2.10534
C  -1.96920  -3.43334  -0.90594
O  -2.16500  -1.09180  -1.72172
P  -1.49810  -0.19125  -0.64162
S  -1.72314  -0.67424  1.27422
S  0.55526  -0.12795  -0.80736
O  -2.13593  1.21297  -0.88354
C  -2.38245  1.90879  -2.16716
C  -3.72028  1.47799  -2.72334
C  -1.22612  1.72710  -3.12571
H  -0.76641  -3.64310  -3.43966
H  0.15795  -2.55012  -2.40781
H  -0.76848  -1.91490  -3.78912
H  -2.88320  -2.68425  -2.69192
H  -1.06672  -3.30230  -0.31040
H  -1.98763  -4.46242  -1.26718
H  -2.84177  -3.27770  -0.27289
H  -2.43132  2.94770  -1.84453
H  -3.68967  0.44639  -3.06915
H  -3.97567  2.11848  -3.56814
H  -4.50091  1.57852  -1.97078
H  -1.13951  0.68857  -3.45317
H  -0.28485  2.05064  -2.68215
H  -1.40735  2.33583  -4.01151
Br  1.22484  -7.00321  1.20614
C  1.09608  -5.12119  1.24914
C  0.30556  -4.51140  2.21104
C  0.18898  -3.12936  2.21994
C  0.87361  -2.35623  1.28433
C  1.68116  -2.98137  0.34273
C  1.79053  -4.36612  0.32009
H  -0.22401  -5.10866  2.94021
H  -0.44994  -2.67252  2.96529
H  2.23546  -2.40415  -0.38455
H  2.41622  -4.85112  -0.41655

For the electronic energy, the calculation gives -143902.9984 eV. The value obtained for the HOMO energy (alpha / beta) is -0.4059 / -0.4058 Ha. The energy above the lowest of the compared OMol25 structures with the same formula, charge and spin comes out at 0.00 kcal per mole. The LUMO energy (alpha / beta) is -5.114 / -5.117 eV. As for the net charge: +1. Its frontier orbital gap (alpha / beta) is 5.931 / 5.926 eV.

Atomic partial charges in e from the Mulliken method, atoms 1 to 8: atom 1 (Pt): 1.293, atom 2 (C): -1.603, atom 3 (C): 1.145, atom 4 (C): -0.802, atom 5 (C): -0.714, atom 6 (C): 1.101, atom 7 (C): -0.866, atom 8 (C): -0.693

---

Entry from the OMol25 dataset: C22H26Cl2N5O2Rb as an isolated structure (ωB97M-V with the def2-TZVPD basis set).

Cartesian coordinates (Å):
Rb  -2.77462  1.62191  -1.59420
C  -1.29552  4.77991  -1.58894
C  -2.06243  4.85368  -0.43012
C  -1.76492  4.03154  0.64978
C  -0.69925  3.13946  0.57593
C  0.05987  3.06161  -0.58576
C  -0.23773  3.88201  -1.66925
H  -1.52427  5.42320  -2.42947
H  -2.88684  5.55285  -0.37029
H  -2.36616  4.07905  1.54886
H  -0.47851  2.49777  1.42186
H  0.86400  2.34080  -0.65893
H  0.34509  3.80971  -2.57832
N  1.90558  0.86222  1.87902
C  2.03221  -0.37978  2.66557
C  1.54118  -1.56010  1.82419
C  0.02412  -1.59019  1.65815
N  -0.42147  -0.46270  0.79486
C  -0.67635  -1.54311  3.01237
C  -0.25192  -0.36549  3.89012
N  -0.79463  0.88946  3.36106
C  1.27326  -0.29606  3.99280
H  2.66912  0.93827  1.21688
H  1.93700  1.67533  2.48164
H  0.11041  0.37287  1.07216
H  3.08386  -0.56526  2.91695
H  1.84362  -2.49133  2.31175
H  2.01629  -1.54558  0.83995
H  -0.26905  -2.49794  1.13084
H  -1.44131  -0.26837  0.93749
H  -0.26206  -0.62613  -0.22531
H  -0.43282  -2.47177  3.53577
H  -1.75913  -1.52714  2.87287
H  -0.63663  -0.56763  4.89878
H  -0.80228  1.60092  4.08176
H  -1.75008  0.77058  3.02723
H  1.61147  -1.13191  4.61309
H  1.56687  0.61351  4.52766
Cl  -0.99302  1.28923  -4.53226
C  -0.17962  -0.21951  -4.19544
C  0.34582  -0.93074  -5.28044
C  0.99374  -2.11341  -5.08972
Cl  1.63564  -2.97794  -6.46085
C  1.14648  -2.63933  -3.78127
C  1.79738  -3.85866  -3.49834
C  1.89882  -4.28509  -2.20576
C  1.34897  -3.48460  -1.18993
N  0.73974  -2.34633  -1.41116
C  0.62133  -1.90764  -2.68992
C  -0.08157  -0.63978  -2.86580
O  -0.54932  0.00063  -1.86759
H  0.23387  -0.53424  -6.28059
H  2.20717  -4.43998  -4.31282
H  2.38992  -5.21634  -1.95831
H  1.42816  -3.80237  -0.15329
O  -5.07668  0.62843  0.07779
C  -4.10649  0.38568  0.75001
N  -3.09635  0.18578  1.33689

For the electronic energy, the calculation gives -60485.0580 eV. The value obtained for the HOMO energy is -0.2598 Ha. The energy above the lowest of the compared OMol25 structures with the same formula, charge and spin comes out at 0.00 kcal per mole. The LUMO energy is 0.121 eV. As for the net charge: 0. Its frontier orbital gap is 7.191 eV.

Atomic partial charges in e from the Mulliken method, atoms 1 to 8: atom 1 (Rb): 0.955, atom 2 (C): -0.453, atom 3 (C): -0.481, atom 4 (C): -0.407, atom 5 (C): 0.256, atom 6 (C): -0.045, atom 7 (C): -0.507, atom 8 (H): 0.380